(1)
DFT (the ωB97M-V functional and the def2-TZVPD basis) results for a molecular structure, C18H39AsN3PtSSi2.

Output
* frontier orbital gap (spin up / spin down): 6.93 / 6.93 eV
* total charge: +1
* spin multiplicity: 1
* HOMO (spin up / spin down): -10.52 / -10.52 eV

Each line ends with the Mulliken charge.
Cartesian coordinates (Å):
Pt1 0.042 0.192 -0.281  0.88
C1 -3.236 0.094 -1.361  -0.96
Si1 -2.206 -1.510 -1.188  0.53
C2 -1.113 -1.657 -2.754  -1.01
C3 -3.437 -2.964 -1.094  -1.23
C4 -1.057 -1.603 0.343  0.56
C5 0.015 -2.567 0.095  -0.86
C6 -0.013 -3.950 0.259  -0.50
C7 1.090 -4.685 -0.133  -0.66
C8 2.191 -4.033 -0.681  -1.03
C9 2.155 -2.655 -0.782  -0.33
N1 1.102 -1.951 -0.389  -0.09
Si2 -1.375 -1.207 2.173  0.35
C10 -2.485 -2.538 2.968  -1.21
C11 0.348 -1.156 3.012  -0.89
C12 -2.176 0.510 2.425  -1.01
H1 -4.065 -0.092 -2.038  0.53
H2 -2.645 0.910 -1.782  0.03
H3 -3.656 0.421 -0.416  0.26
H4 -1.694 -1.534 -3.663  0.43
H5 -0.640 -2.632 -2.805  0.28
H6 -0.318 -0.906 -2.767  0.25
H7 -4.082 -2.976 -1.967  0.40
H8 -4.069 -2.879 -0.215  0.34
H9 -2.918 -3.915 -1.051  0.33
H10 -0.892 -4.424 0.664  0.50
H11 1.102 -5.758 -0.017  0.49
H12 3.055 -4.577 -1.030  0.48
H13 2.988 -2.100 -1.199  0.49
H14 -2.060 -3.529 2.845  0.33
H15 -3.475 -2.533 2.521  0.34
H16 -2.601 -2.360 4.032  0.41
H17 0.871 -2.099 2.880  0.30
H18 0.279 -0.970 4.080  0.55
H19 0.965 -0.369 2.578  0.00
H20 -3.039 0.656 1.786  0.29
H21 -1.469 1.318 2.229  0.05
H22 -2.516 0.615 3.451  0.54
C13 3.681 -0.131 1.224  -0.24
N2 3.919 1.202 0.731  -0.29
C14 3.454 1.700 -0.423  0.66
S1 2.311 0.919 -1.394  -0.48
N3 3.966 2.881 -0.807  -0.27
C15 3.500 3.688 -1.906  -0.62
H23 3.442 -0.094 2.288  0.30
H24 4.562 -0.763 1.079  0.33
H25 2.837 -0.560 0.684  -0.31
H26 4.646 1.722 1.205  0.23
H27 4.746 3.255 -0.283  0.20
H28 2.607 3.232 -2.328  0.13
H29 4.257 3.759 -2.686  0.31
H30 3.258 4.690 -1.546  0.31
C16 -2.366 3.355 0.068  -1.22
As1 -0.637 2.561 -0.399  0.60
C17 -0.493 3.339 -2.188  -1.19
C18 0.549 3.731 0.632  -0.97
H31 -2.312 4.415 -0.186  0.48
H32 -2.606 3.253 1.124  0.39
H33 -3.165 2.901 -0.517  0.36
H34 -0.326 4.415 -2.111  0.44
H35 -1.427 3.175 -2.725  0.43
H36 0.311 2.890 -2.768  0.29
H37 0.236 4.767 0.503  0.47
H38 1.585 3.633 0.311  0.14
H39 0.497 3.480 1.692  0.34

***

(2)
DFT (the ωB97M-V functional and the def2-TZVPD basis) results for 6 unconnected molecules or ions with the total composition C18H39BBrN5O8.

Output
* ΔE to the lowest compared entry with this formula, charge and spin: 15.1 kcal/mol
* frontier orbital gap: 0.74 eV
* total charge: -2
* spin multiplicity: 1
* HOMO: 1.54 eV

Each line ends with the Mulliken charge.
Cartesian coordinates (Å):
O1 -5.312 6.333 5.255  -0.67
C1 -5.619 6.322 4.018  0.14
O2 -6.051 7.344 3.426  -0.66
B1 -5.423 4.883 3.201  0.41
C2 -3.798 4.425 3.387  -0.35
C3 -2.965 5.276 2.540  0.59
O3 -2.340 6.210 2.924  -0.58
Br1 -2.974 4.813 0.565  -0.40
H1 -5.638 5.090 2.009  -0.26
H2 -6.104 3.997 3.651  -0.27
H3 -3.686 3.381 3.113  -0.25
H4 -3.500 4.535 4.423  0.29
C4 -0.873 2.233 1.730  0.05
O4 -2.039 1.957 1.859  -0.48
N1 0.103 1.346 1.403  0.22
C5 1.494 1.721 1.251  -0.79
C6 -0.245 -0.043 1.191  -0.42
H5 -0.499 3.262 1.866  0.28
H6 1.819 1.492 0.246  0.27
H7 2.108 1.159 1.961  0.25
H8 1.624 2.786 1.435  0.30
H9 -0.973 -0.131 0.381  0.35
H10 -0.690 -0.455 2.098  0.10
H11 0.652 -0.603 0.939  -0.17
C7 3.498 -0.407 -1.225  0.26
O5 3.546 0.274 -0.219  -0.64
N2 4.125 -0.124 -2.379  0.17
C8 4.010 -0.979 -3.546  -1.13
C9 4.937 1.079 -2.455  -0.98
H12 2.908 -1.340 -1.272  0.23
H13 5.001 -1.342 -3.832  0.33
H14 3.586 -0.413 -4.376  0.49
H15 3.368 -1.830 -3.328  0.30
H16 5.732 1.036 -1.710  0.30
H17 4.322 1.954 -2.248  0.31
H18 5.371 1.165 -3.448  0.38
C10 -5.223 1.001 4.871  0.03
O6 -6.043 1.864 4.709  -0.48
N3 -4.711 0.245 3.864  0.23
C11 -3.718 -0.774 4.087  -0.72
C12 -5.188 0.499 2.515  -0.87
H19 -4.791 0.759 5.863  0.25
H20 -2.810 -0.543 3.523  0.09
H21 -4.097 -1.750 3.761  0.33
H22 -3.469 -0.830 5.146  0.30
H23 -4.983 1.535 2.239  0.18
H24 -6.268 0.342 2.469  0.32
H25 -4.690 -0.172 1.817  0.35
C13 1.724 -3.119 1.721  0.14
O7 0.568 -3.451 1.862  -0.63
N4 2.729 -3.958 1.387  0.12
C14 4.093 -3.495 1.232  -0.99
C15 2.423 -5.362 1.179  -0.99
H26 2.060 -2.077 1.855  0.33
H27 4.441 -3.694 0.214  0.33
H28 4.746 -4.014 1.937  0.36
H29 4.149 -2.424 1.420  0.35
H30 1.692 -5.468 0.377  0.31
H31 1.995 -5.786 2.088  0.29
H32 3.331 -5.901 0.918  0.39
C16 2.004 -1.003 -6.992  0.13
O8 3.040 -0.435 -6.711  -0.59
N5 1.877 -2.334 -7.144  0.12
C17 0.610 -2.955 -7.477  -0.93
C18 3.053 -3.169 -6.967  -0.81
H33 1.058 -0.458 -7.145  0.30
H34 0.322 -3.657 -6.693  0.34
H35 0.698 -3.495 -8.423  0.33
H36 -0.165 -2.199 -7.574  0.30
H37 3.452 -3.040 -5.960  0.16
H38 3.825 -2.878 -7.680  0.30
H39 2.789 -4.212 -7.122  0.38

***

(3)
DFT (the ωB97M-V functional and the def2-TZVPD basis) results for a molecular structure, C18H39BBrNO3S.

Output
* frontier orbital gap: 5.31 eV
* spin multiplicity: 1
* HOMO: -6.18 eV

Each line ends with the Mulliken charge.
Cartesian coordinates (Å):
C1 1.678 0.349 1.026  -0.67
C2 0.113 0.798 1.292  0.21
O1 -0.274 2.045 0.561  -0.30
C3 -0.630 1.615 -0.821  -0.35
C4 -0.836 2.851 -1.876  -0.65
B1 0.546 3.561 -2.411  0.15
S1 1.940 2.300 -2.787  -0.43
C5 0.162 4.202 -3.914  -0.58
C6 1.426 4.941 -4.650  -0.64
C7 1.803 4.365 -6.137  0.63
O2 1.077 3.461 -6.827  -0.56
O3 3.034 4.947 -6.770  -0.49
C8 1.215 4.659 -1.388  -0.15
Br1 2.563 3.697 -0.195  -0.22
C9 0.152 5.498 -0.465  -0.20
C10 1.038 6.724 0.248  -0.90
H1 1.886 -0.799 1.267  0.18
H2 2.371 1.004 1.706  0.23
H3 1.954 0.586 -0.112  0.19
H4 -0.583 -0.111 1.049  -0.17
H5 0.036 1.051 2.456  0.25
H6 -1.701 1.097 -0.709  0.17
H7 0.076 0.743 -1.223  0.25
H8 -1.628 3.576 -1.413  0.28
H9 -1.357 2.377 -2.841  0.12
H10 1.380 1.418 -3.752  0.04
H11 -0.187 3.256 -4.552  0.21
H12 -0.804 4.870 -3.800  0.26
H13 2.414 4.886 -3.988  0.26
H14 1.112 6.085 -4.777  0.25
H15 3.519 5.469 -6.037  0.35
H16 1.874 5.479 -1.953  0.16
H17 -0.376 4.823 0.332  0.11
H18 -0.626 6.068 -1.168  0.21
H19 1.896 7.110 -0.487  0.23
H20 0.365 7.661 0.463  0.31
H21 1.603 6.325 1.202  0.22
C11 -1.205 -7.230 3.456  -1.21
C12 -2.127 -6.041 3.722  -0.48
C13 -2.326 -5.108 2.525  -0.68
N1 -1.291 -3.962 2.378  0.28
C14 -1.688 -2.788 3.264  -1.04
C15 0.159 -4.358 2.639  -0.70
C16 0.547 -5.097 1.378  -0.48
C17 -0.046 -4.240 0.279  -0.67
C18 -1.245 -3.515 0.895  -0.12
H22 -0.151 -6.953 3.413  0.27
H23 -1.299 -7.966 4.258  0.38
H24 -1.466 -7.729 2.512  0.31
H25 -1.803 -5.501 4.619  0.25
H26 -3.109 -6.470 3.962  0.42
H27 -3.302 -4.611 2.612  0.35
H28 -2.337 -5.676 1.592  0.54
H29 -1.732 -3.135 4.300  0.33
H30 -2.664 -2.422 2.932  0.42
H31 -0.939 -1.997 3.160  0.40
H32 0.744 -3.434 2.732  0.43
H33 0.245 -4.908 3.575  0.42
H34 0.103 -6.095 1.338  0.17
H35 1.630 -5.217 1.284  0.51
H36 -0.335 -4.839 -0.586  0.34
H37 0.693 -3.501 -0.068  0.33
H38 -2.198 -3.761 0.415  0.36
H39 -1.093 -2.431 0.867  -0.11

***

(4)
DFT (the ωB97M-V functional and the def2-TZVPD basis) results for a molecular structure, C18H39BO7Ta.

Output
* ΔE to the lowest compared entry with this formula, charge and spin: 0.0 kcal/mol
* frontier orbital gap: 6.54 eV
* total charge: -1
* spin multiplicity: 1
* HOMO: -4.07 eV

Each line ends with the Mulliken charge.
Cartesian coordinates (Å):
C1 -8.630 -1.814 -0.346  -0.65
C2 -7.990 -0.674 -0.138  -0.43
C3 -6.639 -0.411 -0.741  0.75
O1 -5.576 -0.656 -0.246  -0.51
O2 -6.805 0.161 -1.941  -0.34
C4 -5.696 0.055 -2.864  -0.64
C5 -4.640 1.133 -2.697  -0.31
C6 -3.873 1.367 -4.011  -0.94
C7 -2.377 1.614 -3.823  -0.80
C8 -1.595 0.390 -3.338  0.14
C9 -0.096 0.449 -3.748  -1.63
Ta1 1.399 1.021 -2.149  0.67
C10 1.889 -1.028 -1.180  -0.89
O3 2.376 -0.971 0.169  -0.24
C11 3.111 -2.091 0.584  -0.55
C12 4.175 -1.673 1.591  -0.52
O4 3.940 -2.279 2.854  -0.22
C13 5.098 -2.332 3.630  -0.55
C14 4.795 -2.792 5.070  -0.46
O5 3.423 -2.708 5.360  -0.30
C15 2.972 -3.571 6.376  -0.29
C16 2.888 -2.891 7.752  -1.04
B1 1.535 3.348 -2.744  0.40
O6 2.077 3.761 -3.973  -0.62
O7 1.067 4.379 -1.915  -0.43
C17 2.012 4.808 -0.943  -0.25
C18 1.428 4.640 0.446  -1.06
H1 -8.089 -2.748 -0.461  0.27
H2 -9.708 -1.866 -0.441  0.26
H3 -8.396 0.090 0.519  0.34
H4 -5.264 -0.946 -2.800  0.30
H5 -6.158 0.150 -3.847  0.41
H6 -3.977 0.889 -1.868  0.30
H7 -5.171 2.049 -2.424  0.37
H8 -4.295 2.259 -4.484  0.33
H9 -4.011 0.536 -4.712  0.43
H10 -2.206 2.475 -3.170  0.16
H11 -1.980 1.903 -4.802  0.54
H12 -2.060 -0.514 -3.751  0.35
H13 -1.667 0.361 -2.249  0.23
H14 0.003 1.224 -4.524  0.44
H15 0.185 -0.487 -4.247  0.30
H16 -0.031 1.401 -1.004  -0.34
H17 2.596 1.711 -0.896  -0.14
H18 2.751 0.779 -3.421  -0.26
H19 0.982 -1.656 -1.209  0.33
H20 2.668 -1.483 -1.813  0.39
H21 3.581 -2.582 -0.278  0.29
H22 2.468 -2.852 1.054  0.27
H23 4.201 -0.581 1.664  0.38
H24 5.163 -1.996 1.232  0.28
H25 5.797 -3.060 3.186  0.30
H26 5.634 -1.373 3.641  0.31
H27 5.350 -2.133 5.755  0.22
H28 5.178 -3.806 5.233  0.37
H29 1.978 -3.909 6.077  0.32
H30 3.591 -4.474 6.441  0.32
H31 3.464 -3.437 8.502  0.31
H32 3.262 -1.869 7.706  0.32
H33 1.862 -2.873 8.120  0.28
H34 3.036 3.691 -3.970  0.30
H35 2.243 5.865 -1.124  0.29
H36 2.947 4.242 -1.014  0.29
H37 0.487 5.190 0.508  0.26
H38 2.118 5.005 1.211  0.37
H39 1.200 3.589 0.627  0.20

***

- What is the formula in the first record?
  C18H39AsN3PtSSi2